A molecular structure, C23H17ClIN6O2S2Tl, computed with the ωB97M-V functional and the def2-TZVPD basis.

The HOMO energy comes out at -7.7 eV. Its frontier orbital gap is 6.76 eV.

Structure (XYZ):
```
53
Properties=species:S:1:pos:R:3:nbo_charge:R:1
Tl -1.77 -0.86 0.37 1.5857
N -3.05 1.22 4.03 -0.7998
C -2.95 0.82 2.73 0.2926
S -3.29 -0.88 2.46 -0.2478
N -2.63 1.74 1.87 -0.4434
N -2.46 1.32 0.59 -0.3576
C -2.42 2.18 -0.36 0.1360
C -2.22 1.86 -1.75 -0.2333
C -1.91 2.93 -2.61 -0.1468
C -1.64 2.75 -3.94 -0.2790
C -1.69 1.45 -4.47 -0.1830
C -2.00 0.39 -3.66 -0.2412
C -2.29 0.54 -2.29 0.3774
O -2.66 -0.53 -1.62 -0.7809
H -3.43 0.57 4.70 0.4059
H -3.05 2.20 4.23 0.4019
H -2.55 3.24 -0.10 0.1901
H -1.87 3.93 -2.18 0.2045
H -1.41 3.59 -4.58 0.2139
H -1.48 1.29 -5.52 0.2144
H -2.05 -0.62 -4.06 0.2166
Cl 2.58 -3.82 5.22 -0.0035
C 1.61 -3.49 3.82 -0.0882
C 1.24 -4.52 3.00 -0.2148
C 0.46 -4.29 1.87 -0.2206
I -0.07 -5.88 0.62 0.1577
C 0.01 -3.02 1.51 0.3127
O -0.71 -2.83 0.44 -0.7602
C 0.41 -1.94 2.38 0.0924
N -0.01 -0.70 2.06 -0.4691
C 0.32 0.33 2.80 0.0646
C 1.11 0.20 3.95 -0.2636
C 1.54 -1.05 4.31 -0.1309
C 1.20 -2.17 3.53 -0.0269
H 1.55 -5.53 3.24 0.2416
H -0.08 1.30 2.50 0.2082
H 1.36 1.08 4.53 0.2263
H 2.14 -1.18 5.20 0.2329
N 4.20 1.90 -3.31 -0.7515
C 3.61 0.70 -3.43 0.0901
S 4.18 -0.40 -4.53 -0.1195
C 2.45 0.43 -2.54 -0.0772
C 2.02 1.34 -1.58 -0.2256
C 0.94 1.02 -0.78 0.0606
N 0.26 -0.12 -0.89 -0.4637
C 0.66 -1.00 -1.82 0.0474
C 1.74 -0.77 -2.65 -0.1433
H 4.98 2.09 -3.92 0.4175
H 3.89 2.62 -2.69 0.3918
H 2.50 2.29 -1.42 0.2050
H 0.58 1.72 -0.03 0.2046
H 0.09 -1.92 -1.88 0.2304
H 2.04 -1.50 -3.38 0.2487
```

---

A molecular structure, C23H17GaN5O5SSe at a distorted geometry, computed with the ωB97M-V functional and the def2-TZVPD basis.

The HOMO energy comes out at -10.1 eV. The net charge is +1. Its relative energy (zero: lowest compared OMol25 entry of this formula, charge and spin) is 0.863 eV. Its frontier orbital gap is 4.79 eV.

Structure (XYZ):
```
53
Properties=species:S:1:pos:R:3:nbo_charge:R:1
Ga 0.25 -0.16 -0.01 1.8807
O -4.23 4.71 1.95 -0.6975
C -4.55 3.53 1.85 0.7606
O -5.58 2.86 1.99 -0.7064
C -3.29 2.58 1.50 0.0111
C -3.48 1.21 1.43 -0.2018
C -2.47 0.42 0.91 0.2373
N -1.33 0.97 0.50 -0.6316
C -1.13 2.29 0.55 0.1646
C -2.11 3.14 1.03 -0.1888
C 0.13 2.71 -0.08 0.2231
C 0.66 3.98 0.06 -0.1929
C 1.81 4.31 -0.64 -0.0915
C 2.38 3.36 -1.48 -0.2364
C 1.82 2.10 -1.54 0.1031
N 0.73 1.77 -0.84 -0.5787
C -2.59 -1.00 0.57 0.1812
C -3.73 -1.76 0.85 -0.2005
C -3.84 -3.03 0.32 -0.1079
C -2.82 -3.50 -0.50 -0.2420
C -1.71 -2.71 -0.71 0.0770
N -1.57 -1.50 -0.16 -0.5427
H -4.44 0.81 1.74 0.2694
H -2.01 4.22 1.03 0.2692
H 0.18 4.69 0.72 0.2566
H 2.26 5.28 -0.52 0.2461
H 3.25 3.60 -2.08 0.2472
H 2.25 1.34 -2.17 0.1959
H -4.52 -1.35 1.46 0.2538
H -4.71 -3.63 0.51 0.2456
H -2.89 -4.47 -0.98 0.2444
H -0.91 -3.03 -1.36 0.2029
Se 2.04 -1.43 -2.56 1.1178
N 1.19 -1.59 -0.99 -0.8773
C 1.45 -2.82 -0.49 0.1585
C 1.03 -3.34 0.76 -0.2154
C 1.34 -4.64 1.05 -0.1413
C 2.07 -5.46 0.15 -0.1898
C 2.53 -4.98 -1.04 -0.1727
C 2.24 -3.64 -1.38 0.0966
N 2.63 -3.06 -2.50 -0.5434
H 0.49 -2.72 1.46 0.2478
H 1.04 -5.05 2.00 0.2401
H 2.27 -6.49 0.42 0.2441
H 3.09 -5.59 -1.73 0.2535
C 3.08 -0.51 3.02 -0.8710
S 2.06 0.36 1.87 2.3780
O 0.73 -0.41 1.84 -1.0615
O 1.86 1.72 2.26 -0.9162
O 2.63 0.17 0.53 -0.9865
H 2.62 -0.43 4.01 0.2674
H 4.06 -0.03 3.01 0.2708
H 3.14 -1.54 2.69 0.2494
```

---

A molecular structure, C23H17IrN4O8SSe at a distorted geometry, computed with the ωB97M-V functional and the def2-TZVPD basis.

The HOMO energy (alpha / beta) comes out at -4.6 / -6.0 eV. As for the expectation value of S²: 0.755. As for the spin multiplicity: 2. The net charge is -1. Its relative energy (zero: lowest compared OMol25 entry of this formula, charge and spin) is 0.000 eV. Its frontier orbital gap (alpha / beta) is 6.23 / 7.45 eV.

Structure (XYZ):
```
55
Properties=species:S:1:pos:R:3:nbo_charge:R:1
Ir 0.78 0.36 -0.21 0.8281
O -1.71 1.14 6.31 -0.7390
C -1.41 0.03 5.83 0.7352
O -1.47 -1.12 6.30 -0.7420
C -0.83 0.10 4.39 -0.0396
C -0.42 -1.06 3.74 -0.2015
C 0.12 -0.98 2.47 0.1601
N 0.30 0.21 1.88 -0.4691
C -0.17 1.33 2.45 0.2488
C -0.73 1.30 3.72 -0.2136
C -0.06 2.57 1.63 0.1672
C -0.45 3.81 2.09 -0.2180
C -0.30 4.92 1.27 -0.1527
C 0.25 4.76 0.01 -0.2502
C 0.63 3.49 -0.39 0.0775
N 0.48 2.42 0.41 -0.4695
C 0.52 -2.19 1.69 0.1899
C 0.16 -3.47 2.08 -0.2175
C 0.57 -4.55 1.33 -0.1617
C 1.36 -4.33 0.21 -0.2559
C 1.67 -3.03 -0.12 0.0459
N 1.25 -1.98 0.58 -0.4493
H -0.54 -1.99 4.28 0.2510
H -1.11 2.18 4.23 0.2505
H -0.87 3.91 3.08 0.2319
H -0.62 5.89 1.61 0.2189
H 0.38 5.58 -0.67 0.2309
H 1.05 3.30 -1.37 0.2411
H -0.46 -3.61 2.96 0.2337
H 0.28 -5.55 1.61 0.2187
H 1.72 -5.15 -0.40 0.2212
H 2.27 -2.80 -1.00 0.1998
O -3.39 0.31 -0.81 -0.6473
C -2.22 0.03 -1.03 0.7823
O -1.27 0.31 -0.22 -0.7430
C -1.92 -0.74 -2.31 -0.1488
C -3.02 -1.38 -2.89 -0.1684
C -2.88 -2.19 -4.00 -0.1989
C -1.64 -2.36 -4.59 -0.2142
C -0.55 -1.71 -4.06 -0.2188
C -0.69 -0.89 -2.93 -0.1421
S 0.84 -0.21 -2.39 0.7165
H -3.98 -1.24 -2.41 0.2474
H -3.76 -2.68 -4.41 0.2100
H -1.52 -2.99 -5.47 0.2126
H 0.43 -1.79 -4.52 0.2333
O 1.82 3.44 -4.15 -1.0190
Se 2.21 1.89 -3.92 2.7383
O 3.35 1.65 -2.78 -1.1064
O 0.72 1.34 -3.04 -0.9343
O 2.34 0.93 -5.20 -1.0210
N 2.85 0.65 -0.20 -0.9686
H 3.14 1.41 0.40 0.3859
H 3.14 0.89 -1.16 0.4496
H 3.36 -0.18 0.09 0.3842
```

---

A single C23H17N5O2S molecule at a distorted geometry, computed with the ωB97M-V functional and the def2-TZVPD basis.

The HOMO energy comes out at -8.4 eV. As for the structure (SMILES): CSc1ccc(/C=C/C(=O)Nc2ccc(-c3nc4ccc(C#N)cc4n3O)cc2)cn1. Its relative energy (zero: lowest compared OMol25 entry of this formula, charge and spin) is 0.173 eV. Its frontier orbital gap is 7.83 eV.

Structure (XYZ):
```
48
Properties=species:S:1:pos:R:3:nbo_charge:R:1
C 0.08 -4.29 10.21 -0.7276
S -0.22 -5.54 8.88 0.2422
C 0.18 -4.50 7.48 0.0779
C 0.23 -5.17 6.25 -0.2528
C 0.53 -4.48 5.04 -0.1409
C 0.74 -3.13 5.09 -0.1623
C 1.14 -2.30 3.93 -0.0883
C 1.11 -2.73 2.62 -0.3171
C 1.40 -1.83 1.49 0.6447
O 2.08 -0.84 1.66 -0.5936
N 0.84 -2.11 0.22 -0.5950
C 0.79 -1.34 -0.93 0.1741
C 1.36 -0.05 -1.12 -0.2621
C 1.11 0.65 -2.32 -0.1016
C 0.33 0.10 -3.34 -0.1455
C -0.09 0.88 -4.54 0.3791
N -1.25 0.69 -5.14 -0.4453
C -1.24 1.61 -6.17 0.0979
C -2.28 1.79 -7.08 -0.1970
C -2.09 2.74 -8.09 -0.1631
C -0.91 3.46 -8.16 -0.2117
C -0.73 4.38 -9.21 0.2820
N -0.60 5.08 -10.13 -0.3072
C 0.10 3.31 -7.21 -0.1894
C -0.05 2.34 -6.18 0.1268
N 0.70 1.87 -5.14 -0.0969
O 2.07 2.18 -4.90 -0.5133
C -0.17 -1.19 -3.15 -0.1531
C 0.03 -1.88 -1.95 -0.2396
C 0.66 -2.50 6.35 0.0794
N 0.36 -3.18 7.53 -0.4584
H 1.07 -3.83 10.10 0.2315
H 0.05 -4.75 11.20 0.2302
H -0.66 -3.46 10.15 0.2324
H 0.00 -6.27 6.25 0.2252
H 0.51 -5.10 4.14 0.2208
H 1.50 -1.29 4.13 0.2324
H 0.81 -3.75 2.44 0.1993
H 0.32 -2.95 0.17 0.3904
H 1.98 0.39 -0.37 0.2523
H 1.55 1.63 -2.45 0.2165
H -3.16 1.11 -6.99 0.2393
H -2.88 2.87 -8.83 0.2305
H 1.04 3.87 -7.25 0.2316
H 2.62 1.82 -5.61 0.4829
H -0.84 -1.57 -3.91 0.2349
H -0.46 -2.83 -1.79 0.2048
H 0.79 -1.42 6.40 0.2031
```

---

A single C23H17NO3 molecule at a distorted geometry, computed with the ωB97M-V functional and the def2-TZVPD basis.

The HOMO energy comes out at -8.1 eV. As for the structure (SMILES): COc1ccc(C2=C[C@@H](Oc3ccc(C#N)cc3)c3ccccc3O2)cc1. Its relative energy (zero: lowest compared OMol25 entry of this formula, charge and spin) is 0.000 eV. Its frontier orbital gap is 8.41 eV.

Structure (XYZ):
```
44
Properties=species:S:1:pos:R:3:nbo_charge:R:1
C 0.42 -4.12 -5.68 -0.2539
O -0.56 -3.36 -4.95 -0.4927
C -0.14 -2.52 -3.96 0.3254
C -1.14 -1.84 -3.24 -0.2602
C -0.79 -0.99 -2.19 -0.1636
C 0.57 -0.81 -1.81 -0.0690
C 0.92 -0.08 -0.60 0.3346
C -0.02 0.69 0.05 -0.3378
C 0.37 1.57 1.15 0.0767
O -0.21 1.02 2.48 -0.5419
C -1.59 0.94 2.60 0.3287
C -2.31 -0.28 2.85 -0.2605
C -3.63 -0.25 3.26 -0.1551
C -4.34 0.94 3.44 -0.1935
C -5.79 0.94 3.69 0.2813
N -6.95 0.94 3.87 -0.3116
C -3.63 2.12 3.24 -0.1403
C -2.31 2.13 2.82 -0.2714
C 1.88 1.62 1.41 -0.1061
C 2.49 2.42 2.37 -0.1659
C 3.85 2.67 2.31 -0.2270
C 4.68 2.04 1.34 -0.1931
C 4.12 1.02 0.57 -0.2447
C 2.75 0.80 0.65 0.3023
O 2.27 -0.08 -0.33 -0.4749
C 1.56 -1.45 -2.58 -0.1685
C 1.22 -2.30 -3.64 -0.3147
H -0.13 -4.74 -6.39 0.2042
H 1.08 -3.45 -6.22 0.1800
H 1.00 -4.76 -5.01 0.1824
H -2.17 -1.97 -3.54 0.2282
H -1.60 -0.51 -1.62 0.2109
H -1.12 0.47 -0.10 0.2298
H -0.02 2.66 0.91 0.1986
H -1.87 -1.29 2.66 0.2381
H -4.19 -1.15 3.56 0.2294
H -4.11 3.07 3.47 0.2252
H -1.82 3.07 2.50 0.2250
H 1.85 2.99 3.06 0.2252
H 4.31 3.43 2.94 0.2189
H 5.77 2.17 1.31 0.2236
H 4.72 0.36 -0.11 0.2319
H 2.60 -1.33 -2.32 0.2266
H 2.01 -2.75 -4.22 0.2194
```

---

Question: Number 3 is which compound?
Answer: C23H17IrN4O8SSe